<1>
C6H7Cl | ωB97M-V with the def2-TZVPD basis set

```
14
Properties=species:S:1:pos:R:3:nbo_charge:R:1
C 0.485 -1.207 0.489 -0.686
C 0.330 0.078 -0.240 0.094
C 0.179 1.425 0.535 -0.195
C -1.117 1.686 0.494 -0.267
C -1.735 0.744 -0.471 0.047
Cl -2.624 -0.635 0.227 -0.069
C -0.620 0.128 -1.361 -0.504
H -0.272 -1.939 0.244 0.232
H 0.473 -1.103 1.540 0.221
H 1.466 -1.795 0.261 0.230
H 1.042 1.877 0.926 0.217
H -1.646 2.480 0.961 0.223
H -0.446 0.867 -2.133 0.225
H -0.824 -0.854 -1.781 0.232
```

Output
- Kohn-Sham gap (alpha / beta) (eV) = 8.42 / 7.25
- SMILES string = CC1=CC=C(Cl)C1
- E_LUMO (alpha / beta) (Eh) = 0.0104 / -0.0098

=====

<2>
C6H7Cl | ωB97M-V with the def2-TZVPD basis set

```
14
Properties=species:S:1:pos:R:3:nbo_charge:R:1
C 2.775 -0.997 -0.018 -0.337
C 1.888 0.109 -0.095 -0.233
C 0.571 -0.289 0.026 -0.196
C -0.517 0.440 0.011 -0.259
C -1.808 0.111 0.073 -0.021
C -2.814 0.995 -0.005 -0.374
Cl -2.328 -1.634 -0.058 -0.070
H 3.807 -0.827 0.096 0.188
H 2.444 -2.040 0.308 0.200
H 2.338 1.181 -0.413 0.238
H 0.290 -1.381 0.236 0.219
H -0.240 1.601 -0.280 0.208
H -2.645 2.101 0.433 0.221
H -3.761 0.629 -0.315 0.216
```

Output
- Kohn-Sham gap (eV) = 7.91
- SMILES string = C=C/C=C/C(=C)Cl
- E_LUMO (Eh) = -0.0095

=====

<3>
C6H7Cl | ωB97M-V with the def2-TZVPD basis set

```
14
Properties=species:S:1:pos:R:3:nbo_charge:R:1
C 1.095 0.482 0.153 -0.344
C 0.337 1.635 0.094 -0.136
C 0.523 -0.710 -0.072 0.150
C -1.400 0.096 -0.566 -0.075
C -1.100 1.505 -0.103 -0.571
C 0.838 -2.047 -0.078 -0.725
Cl -2.704 -0.729 -0.153 0.081
H 2.149 0.461 0.530 0.216
H 0.773 2.553 0.355 0.199
H -1.525 1.707 0.903 0.247
H -1.586 2.267 -0.812 0.246
H 1.926 -2.270 -0.223 0.227
H 0.293 -2.580 -0.807 0.245
H 0.381 -2.369 0.778 0.241
```

Output
- Kohn-Sham gap (alpha / beta) (eV) = 7.97 / 7.09
- E_LUMO (alpha / beta) (Eh) = 0.0128 / 0.0036

=====

The computed energies, referenced to the most stable structure and given in kcal/mol, are <1> 17.4; <2> 0.0; <3> 53.0.

=====

<1>
C5H6NO | ωB97M-V with the def2-TZVPD basis set

```
13
Properties=species:S:1:pos:R:3:nbo_charge:R:1
C 2.617 -1.744 -0.011 -0.237
C 1.817 -0.846 0.099 -0.252
C -1.196 0.753 1.298 0.169
C 0.705 1.119 -0.030 0.866
C -1.033 -0.083 -1.007 -0.452
N -0.577 0.671 0.156 -0.370
O 1.236 2.118 -0.222 -0.322
H 3.111 -2.627 -0.127 0.243
H -2.092 -0.016 1.455 0.254
H -1.084 1.361 2.203 0.275
H -1.970 -0.575 -0.786 0.255
H -0.149 -0.776 -1.237 0.300
H -1.386 0.644 -1.791 0.271
```

Output
- total charge = +1
- Kohn-Sham gap (alpha / beta) (eV) = 7.28 / 7.28
- E_LUMO (alpha / beta) (Eh) = -0.2540 / -0.2539

=====

<2>
C5H6NO | ωB97M-V with the def2-TZVPD basis set

```
13
Properties=species:S:1:pos:R:3:mulliken_charge:R:1
C -2.314 0.006 0.032 -0.747
N -0.889 0.191 -0.077 0.298
O -0.492 1.531 -0.709 -0.462
C -0.034 -0.720 0.212 0.059
C 1.282 -0.222 0.081 0.228
C 2.677 -0.474 0.098 -0.332
C 2.236 0.745 -0.200 -0.092
H -2.422 -1.001 0.391 0.267
H -2.861 0.353 -0.738 0.332
H -2.578 0.723 0.775 0.360
H -0.369 -1.668 0.746 0.310
H 3.449 -1.185 0.042 0.387
H 2.315 1.721 -0.654 0.393
```

Output
- total charge = +1
- Kohn-Sham gap (alpha / beta) (eV) = 8.13 / 8.13
- SMILES string = C[N+](=O)C=C1C=C1
- E_LUMO (alpha / beta) (Eh) = -0.2271 / -0.2270

=====

<3>
C5H6NO | ωB97M-V with the def2-TZVPD basis set

```
13
Properties=species:S:1:pos:R:3:nbo_charge:R:1
C -1.017 0.039 0.014 0.189
C -2.345 0.569 0.008 -0.037
C -2.012 1.969 -0.003 -0.165
C -0.175 -0.993 0.015 -0.145
C 1.304 -0.952 -0.007 -0.647
N -3.297 -0.234 0.007 0.326
O -3.750 -1.311 -0.012 -0.080
H -1.756 2.468 0.918 0.257
H -1.827 2.466 -0.942 0.256
H -0.630 -1.986 0.042 0.274
H 1.691 -1.362 0.928 0.266
H 1.684 0.057 -0.141 0.243
H 1.668 -1.597 -0.807 0.262
```

Output
- total charge = +1
- Kohn-Sham gap (alpha / beta) (eV) = 6.99 / 7.89
- E_LUMO (alpha / beta) (Eh) = -0.2757 / -0.2454

=====

The computed energies, referenced to the most stable structure and given in kcal/mol, are <1> 20.4; <2> 0.0; <3> 36.4.

=====

<1>
C2H6N2OS | ωB97M-V with the def2-TZVPD basis set

```
12
Properties=species:S:1:pos:R:3:nbo_charge:R:1
C -0.273 1.252 -0.168 -0.415
N -0.704 -0.165 -0.207 -0.579
S -2.412 -0.484 -0.112 0.186
C 0.183 -1.206 -0.223 0.195
N 1.517 -1.218 -0.096 -0.227
O 2.099 0.063 -0.013 -0.599
H -1.127 1.938 -0.007 0.213
H 0.320 1.362 0.748 0.218
H 0.248 1.602 -1.056 0.215
H -2.610 -0.685 1.248 0.103
H -0.228 -2.238 -0.357 0.211
H 2.986 -0.221 0.244 0.479
```

Output
- Kohn-Sham gap (eV) = 9.00
- SMILES string = CN(S)/C=N\O
- E_LUMO (Eh) = 0.0233

=====

<2>
C2H6N2OS | ωB97M-V with the def2-TZVPD basis set

```
12
Properties=species:S:1:pos:R:3:nbo_charge:R:1
H 0.145 2.250 0.170 0.337
N -0.579 1.640 -0.015 -0.652
C -0.085 0.463 -0.040 0.411
C 1.365 0.027 0.226 -0.132
O 1.590 -1.285 -0.048 -0.699
N -0.868 -0.703 -0.056 -0.806
S -2.529 -0.567 0.192 0.195
H 2.000 0.635 -0.383 0.191
H 1.618 0.277 1.280 0.177
H 0.833 -1.756 0.356 0.480
H -0.704 -1.249 -0.850 0.395
H -2.788 0.269 -0.833 0.102
```

Output
- Kohn-Sham gap (eV) = 10.19
- SMILES string = [H]/N=C(\CO)NS
- E_LUMO (Eh) = 0.0241

=====

<3>
C2H6N2OS | ωB97M-V with the def2-TZVPD basis set

```
12
Properties=species:S:1:pos:R:3:nbo_charge:R:1
C 1.094 1.745 -0.035 -0.765
S 0.487 0.568 -1.277 0.394
N -0.938 -0.061 -0.635 -0.815
C -1.157 -1.191 0.140 0.782
N 0.010 -1.874 0.434 -0.863
O -2.271 -1.476 0.480 -0.626
H 1.598 1.244 0.808 0.218
H 1.825 2.348 -0.584 0.231
H 0.288 2.401 0.250 0.227
H -1.776 0.442 -0.827 0.407
H -0.086 -2.635 1.074 0.405
H 0.927 -1.513 0.173 0.405
```

Output
- Kohn-Sham gap (eV) = 10.17
- SMILES string = CSNC(N)=O
- E_LUMO (Eh) = 0.0272

=====

The computed energies, referenced to the most stable structure and given in kcal/mol, are <1> 77.8; <2> 42.0; <3> 0.0.